Entry from OMol25: C26H30N4O5S in the gas phase at a distorted geometry (ωB97M-V/def2-TZVPD).

The calculation puts the energy above the lowest of the compared OMol25 structures with the same formula, charge and spin at 0.0 kcal/mol. For the gap between HOMO and LUMO, the calculation gives 7.56 eV. The lowest unoccupied orbital energy is 0.2 eV.

```
! RIJCOSX wB97M-V def2-TZVPD def2/J DEFGRID3
* xyz 0 1
C -2.19 3.15 3.49
O -0.96 3.18 2.80
C -0.92 2.66 1.53
C -1.97 2.03 0.89
C -1.80 1.47 -0.36
C -0.56 1.51 -1.02
N -0.38 0.85 -2.22
C -1.39 0.86 -3.26
C -1.10 -0.28 -4.25
N -0.51 -1.38 -3.52
C -1.32 -2.40 -3.13
O -2.46 -2.48 -3.56
C -0.75 -3.45 -2.19
C -1.86 -4.08 -1.34
C -2.72 -3.06 -0.59
C -1.96 -1.94 0.10
C -1.01 -2.44 1.19
N -0.15 -1.38 1.67
C -0.57 -0.58 2.70
S -2.06 -0.70 3.39
N 0.30 0.35 3.17
C 1.53 0.61 2.63
C 2.35 1.60 3.17
C 3.56 1.80 2.56
C 3.97 1.05 1.44
C 3.18 0.07 0.91
C 1.93 -0.15 1.53
C 1.05 -1.19 1.00
O 1.33 -1.88 0.04
O 5.21 1.47 1.05
C 5.57 2.50 1.94
O 4.53 2.70 2.88
C 0.83 -1.07 -3.07
C 0.92 0.42 -2.68
C 0.47 2.20 -0.39
C 0.30 2.77 0.86
H -2.96 3.71 2.95
H -2.53 2.12 3.64
H -2.00 3.62 4.45
H -2.94 1.95 1.36
H -2.64 0.98 -0.82
H -2.37 0.69 -2.82
H -1.41 1.82 -3.79
H -0.40 0.04 -5.03
H -2.02 -0.63 -4.72
H 0.00 -3.03 -1.53
H -0.27 -4.22 -2.80
H -2.52 -4.66 -1.99
H -1.40 -4.78 -0.64
H -3.40 -2.60 -1.31
H -3.33 -3.59 0.15
H -2.67 -1.25 0.55
H -1.38 -1.38 -0.63
H -1.58 -2.82 2.04
H -0.36 -3.23 0.81
H -0.05 0.96 3.90
H 2.04 2.19 4.02
H 3.47 -0.53 0.07
H 6.50 2.23 2.47
H 5.74 3.44 1.38
H 1.54 -1.29 -3.88
H 1.10 -1.68 -2.21
H 1.65 0.52 -1.88
H 1.25 1.03 -3.54
H 1.43 2.31 -0.87
H 1.11 3.30 1.33
*
```



Entry from OMol25: a molecular structure, C27H30GeMnN3O2S4Sb (ωB97M-V/def2-TZVPD).

The calculation puts the energy above the lowest of the compared OMol25 structures with the same formula, charge and spin at 0.0 kcal/mol. For the gap between HOMO and LUMO (spin up / spin down), the calculation gives 5.12 / 5.89 eV. The lowest unoccupied orbital energy (spin up / spin down) is 1.0 / 1.6 eV.

```
! RIJCOSX wB97M-V def2-TZVPD def2/J DEFGRID3
* xyz -1 5
Mn -0.70 0.65 0.02
C 2.89 3.55 -0.03
O 3.31 2.21 0.29
C 2.23 1.45 0.12
N 1.17 1.97 -0.35
C 1.38 3.43 -0.31
C 0.91 4.19 -1.52
C 1.41 5.46 -1.77
C 0.96 6.20 -2.85
C 0.00 5.68 -3.70
C -0.51 4.41 -3.46
C -0.06 3.67 -2.38
C 2.29 0.04 0.53
C 3.41 -0.54 1.10
C 3.31 -1.86 1.53
C 2.11 -2.53 1.40
C 1.04 -1.86 0.84
N 1.13 -0.61 0.40
C -0.32 -2.41 0.76
N -1.31 -1.71 0.40
C -2.48 -2.60 0.37
C -1.97 -3.83 1.14
O -0.52 -3.70 1.07
C -3.74 -2.01 0.95
C -4.97 -2.51 0.53
C -6.15 -1.98 1.04
C -6.10 -0.95 1.97
C -4.87 -0.46 2.39
C -3.69 -0.99 1.89
H 3.46 3.88 -0.90
H 3.11 4.18 0.84
H 0.82 3.77 0.57
H 2.14 5.89 -1.10
H 1.35 7.20 -3.02
H -0.36 6.25 -4.55
H -1.27 3.99 -4.11
H -0.47 2.69 -2.17
H 4.30 0.05 1.22
H 4.16 -2.34 2.00
H 1.97 -3.54 1.76
H -2.67 -2.85 -0.68
H -2.25 -4.78 0.71
H -2.26 -3.78 2.20
H -5.01 -3.28 -0.23
H -7.10 -2.37 0.71
H -7.01 -0.53 2.36
H -4.81 0.35 3.11
H -2.74 -0.62 2.24
S 1.60 2.58 3.00
Sb -0.49 1.70 3.30
S -0.43 -0.58 3.50
S -1.86 2.17 1.17
S -2.02 2.85 4.54
C -3.56 3.24 -1.68
Ge -3.32 1.41 -2.33
C -3.37 1.47 -4.30
C -4.82 0.33 -1.71
C -1.67 0.51 -1.81
H -4.33 3.74 -2.28
H -2.64 3.81 -1.74
H -3.87 3.23 -0.64
H -4.19 2.11 -4.65
H -3.52 0.47 -4.72
H -2.43 1.86 -4.70
H -5.77 0.73 -2.06
H -4.84 0.31 -0.62
H -4.72 -0.70 -2.07
H -0.86 0.69 -2.53
H -1.87 -0.57 -1.79
*
```



Entry from OMol25: C6H7Br in the gas phase at a distorted geometry (ωB97M-V/def2-TZVPD).

The calculation puts the energy above the lowest of the compared OMol25 structures with the same formula, charge and spin at 46.2 kcal/mol. For the gap between HOMO and LUMO, the calculation gives 8.66 eV. The lowest unoccupied orbital energy is 0.3 eV.

```
! RIJCOSX wB97M-V def2-TZVPD def2/J DEFGRID3
* xyz 0 1
C -2.22 2.76 0.39
C -1.37 2.05 -0.11
C -0.32 1.14 -0.41
C 0.17 0.13 0.56
Br -0.50 0.20 2.28
C 1.18 -0.90 0.28
C 0.62 -1.91 -0.69
H -2.83 3.61 0.72
H 0.20 1.11 -1.39
H 2.12 -0.53 -0.10
H 1.40 -1.20 1.38
H 0.03 -2.81 -0.31
H 0.02 -1.36 -1.45
H 1.50 -2.27 -1.16
*
```



Entry from OMol25: a molecular structure, C32H33FMgN8O8S2 at a distorted geometry (ωB97M-V/def2-TZVPD).

The calculation puts the energy above the lowest of the compared OMol25 structures with the same formula, charge and spin at 108.2 kcal/mol. For the gap between HOMO and LUMO, the calculation gives 4.56 eV. The lowest unoccupied orbital energy is 1.6 eV.

```
! RIJCOSX wB97M-V def2-TZVPD def2/J DEFGRID3
* xyz -2 1
Mg 15.07 10.21 12.34
N 9.14 15.97 16.34
C 8.08 14.97 16.19
C 8.23 13.60 16.61
C 7.10 12.76 16.49
C 5.96 13.29 15.96
C 5.87 14.61 15.63
C 6.87 15.48 15.77
S 4.57 12.29 15.29
O 4.61 11.07 16.03
O 3.38 13.11 15.32
N 4.85 12.19 13.72
C 6.02 11.70 13.34
N 6.35 11.88 11.97
C 7.52 11.38 11.57
C 8.52 10.79 12.33
C 8.10 10.61 13.67
N 6.97 11.09 14.10
H 10.01 15.47 16.56
H 9.23 16.39 15.38
H 9.14 13.15 16.99
H 7.13 11.69 16.78
H 4.93 14.94 15.25
H 6.80 16.52 15.56
H 7.76 11.45 10.50
H 9.43 10.45 11.95
H 8.73 10.21 14.45
C 21.30 13.71 11.12
C 21.24 12.14 10.89
C 22.73 11.68 11.00
C 22.95 10.17 11.07
C 21.60 9.51 11.47
C 21.61 8.04 11.39
C 20.50 7.25 11.84
F 20.34 5.97 11.35
C 19.33 7.83 12.35
C 19.22 9.31 12.28
C 18.05 9.90 12.41
O 16.86 9.29 12.61
C 17.97 11.49 12.34
C 19.04 12.10 11.93
N 20.28 11.51 11.86
C 20.38 10.11 11.81
C 16.80 12.37 12.51
O 17.12 13.57 12.50
O 15.70 11.81 12.77
H 22.43 14.19 10.38
H 21.64 13.96 12.13
H 20.40 14.42 11.06
H 20.94 11.92 9.84
H 23.19 12.04 11.81
H 23.46 12.01 10.33
H 23.61 9.77 11.95
H 23.29 9.73 10.25
H 22.48 7.60 10.90
H 18.58 7.23 12.82
H 18.98 13.20 11.80
N 12.31 7.53 15.16
C 13.45 6.99 14.33
C 13.49 7.92 13.01
O 13.89 9.04 13.33
O 13.05 7.44 11.95
H 12.34 8.54 15.20
H 14.94 11.01 9.88
H 11.53 7.27 14.55
H 13.23 5.94 14.14
H 14.40 7.12 14.87
C 14.50 8.34 7.97
C 13.72 7.04 8.20
C 12.82 6.73 9.26
C 11.99 5.58 9.06
N 12.20 4.63 8.12
C 13.33 4.77 7.44
S 14.04 3.29 6.90
N 14.04 5.98 7.38
C 10.85 5.44 9.97
H 14.31 8.62 6.90
H 15.61 8.13 7.93
H 14.41 9.16 8.62
H 12.67 7.44 10.01
H 14.59 6.05 6.56
H 10.95 6.03 10.85
H 10.43 4.49 10.28
H 10.03 5.98 9.54
O 14.70 10.21 10.25
*
```



Entry from OMol25: C2H6N2S2 in the gas phase at a distorted geometry (ωB97M-V/def2-TZVPD).

The calculation puts the energy above the lowest of the compared OMol25 structures with the same formula, charge and spin at 38.3 kcal/mol. For the gap between HOMO and LUMO, the calculation gives 9.51 eV. The lowest unoccupied orbital energy is 0.7 eV.

```
! RIJCOSX wB97M-V def2-TZVPD def2/J DEFGRID3
* xyz 0 1
H 0.63 2.54 0.25
N 1.00 1.63 -0.11
C 0.24 0.69 -0.14
N -1.16 0.88 0.08
S -2.26 -0.45 0.15
S 0.86 -0.87 -0.16
C 2.68 -0.46 0.23
H -1.60 1.82 -0.30
H -2.04 -1.18 -1.07
H 2.90 0.13 -0.70
H 3.27 -1.29 0.46
H 2.79 0.17 1.18
*
```



Entry from OMol25: a molecular structure, C29H38N8OS2Tl (ωB97M-V/def2-TZVPD).

The calculation puts the energy above the lowest of the compared OMol25 structures with the same formula, charge and spin at 0.0 kcal/mol. For the gap between HOMO and LUMO, the calculation gives 6.96 eV. The lowest unoccupied orbital energy is 2.6 eV.

```
! RIJCOSX wB97M-V def2-TZVPD def2/J DEFGRID3
* xyz -1 1
Tl -0.89 -0.99 -0.91
N -2.73 -3.42 0.23
C -3.25 -3.32 1.58
C -2.46 -2.31 2.40
N -2.48 -0.94 1.91
C -3.84 -0.40 1.83
C -4.46 -0.44 0.44
N -3.85 0.57 -0.41
C -1.64 -0.07 2.72
C -0.16 -0.42 2.73
N 0.43 -0.33 1.40
H -3.11 -4.22 -0.26
H -1.71 -3.50 0.25
H -3.20 -4.26 2.15
H -4.31 -3.05 1.55
H -1.42 -2.65 2.41
H -2.84 -2.34 3.45
H -3.82 0.64 2.16
H -4.50 -0.94 2.54
H -5.55 -0.31 0.56
H -4.28 -1.41 -0.01
H -3.88 1.50 0.01
H -4.30 0.62 -1.32
H -1.99 -0.04 3.77
H -1.74 0.95 2.33
H 0.00 -1.42 3.12
H 0.33 0.27 3.43
H 0.98 -1.15 1.15
H 0.99 0.50 1.27
C 3.41 -2.84 -2.72
C 2.02 -2.98 -2.15
N 1.11 -2.14 -2.45
N 1.38 -1.17 -3.40
C 1.67 0.00 -2.96
S 2.08 0.46 -1.35
S 1.48 1.23 -4.25
C 2.77 2.47 -3.97
C 2.48 3.56 -2.96
C 1.41 4.42 -3.16
C 1.11 5.42 -2.24
C 1.90 5.57 -1.11
C 2.98 4.72 -0.91
C 3.26 3.72 -1.83
C 1.69 -4.12 -1.27
C 2.27 -5.35 -1.57
C 2.02 -6.51 -0.85
C 1.16 -6.43 0.24
C 0.58 -5.22 0.58
C 0.80 -4.02 -0.15
O 0.21 -2.94 0.24
H 3.76 -1.82 -2.53
H 3.40 -2.99 -3.80
H 4.10 -3.54 -2.26
H 2.86 2.93 -4.96
H 3.72 1.97 -3.76
H 0.78 4.29 -4.04
H 0.26 6.07 -2.41
H 1.66 6.34 -0.38
H 3.59 4.83 -0.02
H 4.08 3.03 -1.64
H 2.94 -5.41 -2.43
H 2.48 -7.44 -1.14
H 0.95 -7.31 0.83
H -0.08 -5.15 1.44
N -0.07 2.64 -0.37
C -1.41 2.75 -0.57
N -2.07 3.24 0.44
C -1.11 3.45 1.41
C -1.23 3.92 2.72
C -0.09 3.97 3.50
C 1.16 3.57 3.00
C 1.31 3.12 1.70
C 0.15 3.06 0.92
H 0.61 2.12 -0.94
H -1.85 2.42 -1.50
H -2.20 4.22 3.10
H -0.16 4.32 4.52
H 2.03 3.63 3.64
H 2.26 2.82 1.30
*
```



Entry from OMol25: 2 unconnected molecules or ions with the total composition C4H4O3S at a distorted geometry (ωB97M-V/def2-TZVPD).

The calculation puts the energy above the lowest of the compared OMol25 structures with the same formula, charge and spin at 80.9 kcal/mol. For the gap between HOMO and LUMO (spin up / spin down), the calculation gives 7.49 / 8.07 eV. The lowest unoccupied orbital energy (spin up / spin down) is 0.7 / 0.7 eV.

```
! RIJCOSX wB97M-V def2-TZVPD def2/J DEFGRID3
* xyz 0 1
C -2.53 0.47 0.34
C 1.31 -0.46 0.84
C -0.45 -0.30 -0.99
C 1.57 0.54 -0.38
O -2.98 -0.56 0.27
O -2.03 1.52 0.45
O 0.52 0.47 -1.25
S -0.25 -1.26 0.41
H 2.11 -1.13 0.98
H 1.27 0.16 1.71
H -0.98 -0.65 -1.84
H 2.44 1.20 -0.53
*
```



Entry from OMol25: a molecular structure, C12H16Ca2N3O6 at a distorted geometry (ωB97M-V/def2-TZVPD).

For the gap between HOMO and LUMO, the calculation gives 1.80 eV. The lowest unoccupied orbital energy is -12.7 eV.

```
! RIJCOSX wB97M-V def2-TZVPD def2/J DEFGRID3
* xyz 3 1
Ca 1.09 -4.46 0.20
Ca 0.83 -3.19 -3.70
N 0.26 -1.15 -0.97
O -0.25 -0.21 -0.41
O 0.79 -2.07 -0.25
O 0.30 -1.22 -2.22
C -5.45 -3.49 0.90
C -4.21 -2.59 0.80
C -3.62 -1.98 2.08
O -2.41 -2.69 2.28
C -2.12 -3.38 1.18
O -1.03 -3.93 1.07
O -3.10 -3.43 0.33
H -5.48 -4.21 0.09
H -6.34 -2.87 0.78
H -5.51 -3.99 1.87
H -4.48 -1.84 0.06
H -4.35 -2.13 2.87
H -3.45 -0.91 2.02
N 3.25 0.50 0.22
C 3.97 1.66 0.12
C 5.15 1.38 -0.55
C 5.09 0.04 -0.92
C 3.92 -0.54 -0.41
H 2.33 0.41 0.62
H 3.52 2.52 0.58
H 5.98 2.03 -0.71
H 5.84 -0.45 -1.52
H 3.47 -1.51 -0.49
N 0.22 3.32 -0.95
C -0.56 4.38 -0.54
C 0.28 5.48 -0.31
C 1.61 5.03 -0.43
C 1.52 3.73 -0.83
H -0.05 2.37 -1.10
H -1.63 4.33 -0.43
H -0.20 6.40 -0.02
H 2.47 5.64 -0.23
H 2.32 3.04 -1.07
*
```